1.
25
Properties=species:S:1:pos:R:3:mulliken_charge:R:1 method="wB97M-V/def2-TZVPD" max_force_ev_per_a=3.2 charge=0 lumo_ev="-4.104 / -4.062" total_energy_ha=-3534.209486
C -2.396 -0.931 0.033 -0.50
C -1.773 -1.095 -1.235 -0.60
C -1.547 0.171 -1.790 -0.32
H -1.519 -2.074 -1.704 0.33
C -2.007 1.127 -0.878 -0.45
C -2.544 0.471 0.241 -0.59
H -2.997 0.942 1.138 0.46
H -2.692 -1.749 0.714 0.56
H -1.169 0.363 -2.795 0.51
H -1.993 2.226 -1.048 0.37
Pb -0.052 -0.462 0.842 1.15
Cl 0.212 -2.779 1.340 -0.45
C 2.541 0.149 0.407 -0.49
C 2.128 1.389 -0.217 -0.66
C 1.612 1.106 -1.515 -0.35
H 2.218 2.368 0.225 0.39
C 1.702 -0.317 -1.732 -0.39
C 2.258 -0.912 -0.556 -0.71
H 2.436 -1.958 -0.398 0.58
H 2.957 0.011 1.370 0.55
H 1.287 1.809 -2.231 0.51
H 1.434 -0.833 -2.618 0.49
Se 0.007 -0.059 5.616 -0.12
C -0.027 0.268 3.937 0.31
N -0.076 0.769 2.852 -0.58

2.
28
Properties=species:S:1:pos:R:3:mulliken_charge:R:1 method="wB97M-V/def2-TZVPD" max_force_ev_per_a=7.6 charge=+3 spin_multiplicity=8 lumo_ev="-12.923 / -14.801" total_energy_ha=-1600.104502
Gd -0.457 -0.200 0.160 0.93
C 0.675 -1.700 1.624 0.50
O 1.354 -2.338 2.305 -0.07
C 1.919 -0.517 -0.505 0.30
O 3.034 -0.689 -0.793 -0.06
C 1.142 1.078 1.531 0.33
O 1.896 1.714 2.141 -0.05
C 0.043 -2.313 -0.925 0.22
O 0.250 -3.236 -1.589 0.00
C -1.357 2.319 -2.249 -0.68
H -2.170 1.662 -2.618 0.38
H -1.613 3.037 -1.443 0.37
C -0.082 2.092 -2.594 -0.63
H 0.730 2.626 -2.065 0.37
H 0.166 1.236 -3.250 0.39
N -5.208 0.029 4.368 -0.35
C -4.177 0.164 3.501 1.25
C -4.320 -0.209 2.153 -0.80
C -3.224 -0.116 1.316 -0.30
N -2.001 0.238 1.816 -0.20
C -1.852 0.669 3.111 -0.21
C -2.916 0.586 3.993 -0.75
H -6.115 -0.265 4.051 0.24
H -5.110 0.295 5.339 0.25
H -5.275 -0.556 1.793 0.40
H -3.284 -0.319 0.236 0.44
H -0.856 1.041 3.406 0.38
H -2.787 0.856 5.048 0.36

3.
25
Properties=species:S:1:pos:R:3:mulliken_charge:R:1 method="wB97M-V/def2-TZVPD" max_force_ev_per_a=1.4 charge=0 lumo_ev=-0.327 total_energy_ha=-887.115664
C -1.540 -2.587 1.437 -1.29
C -0.446 -1.968 0.606 0.89
C -0.502 -2.170 -0.893 -1.18
N 0.470 -1.297 1.187 -0.62
C 1.027 -0.218 0.487 0.13
C 2.341 -0.224 0.095 -0.30
C 2.896 0.888 -0.568 -0.56
C 2.129 1.981 -0.851 -0.46
C 0.774 2.015 -0.484 0.37
N 0.023 3.113 -0.807 -0.65
C -1.228 3.060 -0.458 -0.14
C -1.779 1.949 0.243 -0.11
I -3.817 1.994 0.752 0.09
N -1.100 0.905 0.572 -0.31
C 0.213 0.910 0.194 0.44
H -1.894 -1.857 2.161 0.34
H -1.182 -3.480 1.954 0.29
H -2.371 -2.857 0.787 0.37
H -1.198 -2.977 -1.116 0.42
H 0.498 -2.407 -1.251 0.31
H -0.874 -1.287 -1.418 0.27
H 2.934 -1.101 0.315 0.48
H 3.933 0.885 -0.876 0.38
H 2.567 2.830 -1.359 0.43
H -1.870 3.899 -0.706 0.38